A structure of composition C30H49BrMgN2O4SSi3, computed with wB97M-V/def2-TZVPD.

Energy relative to the best compared isomer or geometry (same formula, charge and spin), kcal/mol: 0.0
Highest occupied orbital energy, eV: -7.67

```
91
Properties=species:S:1:pos:R:3:nbo_charge:R:1
Mg -0.192 0.153 -0.942 1.7712
O -3.351 -1.872 -2.804 -0.7241
C -3.354 -3.058 -2.156 0.3359
C -4.354 -3.981 -2.443 -0.2760
C -4.370 -5.211 -1.806 -0.1887
C -3.380 -5.547 -0.892 -0.2784
C -2.383 -4.622 -0.615 -0.1374
C -2.364 -3.370 -1.215 -0.1613
C -1.302 -2.365 -0.827 0.2534
O -1.134 -1.341 -1.703 -0.9967
N -1.710 -1.801 0.516 -0.4356
N -1.188 -0.617 0.859 -0.2905
C -1.204 -0.227 2.074 -0.0329
C -0.774 1.109 2.495 -0.1066
Br -0.358 2.344 1.115 0.0804
C -0.669 1.430 3.784 -0.2166
C -0.240 2.692 4.414 0.0053
C -0.732 3.935 4.024 -0.2172
C -0.306 5.089 4.663 -0.2071
C 0.617 5.015 5.697 -0.2035
C 1.103 3.779 6.100 -0.2041
C 0.669 2.626 5.468 -0.2129
H -2.453 -1.464 -2.573 0.5207
H -5.103 -3.717 -3.177 0.2178
H -5.154 -5.920 -2.039 0.2096
H -3.380 -6.514 -0.409 0.2102
H -1.589 -4.879 0.080 0.1968
H -0.369 -2.908 -0.673 0.1614
H -1.903 -2.454 1.270 0.3610
H -1.566 -0.880 2.870 0.1792
H -0.887 0.614 4.469 0.2202
H -1.459 3.998 3.227 0.2152
H -0.698 6.048 4.355 0.2150
H 0.951 5.917 6.192 0.2158
H 1.818 3.712 6.909 0.2174
H 1.049 1.661 5.782 0.2154
C 0.355 1.707 -3.695 -0.2314
O 0.737 1.040 -2.509 -0.9993
Si 2.362 0.875 -1.924 1.9910
C 3.409 0.472 -3.416 -1.1864
C 2.836 2.624 -1.440 -1.1714
C 2.100 -0.324 -0.600 -2.1486
Si 2.426 -2.065 -1.186 1.7665
C 4.239 -2.465 -1.546 -1.1436
C 1.988 -3.392 0.106 -1.1399
C 1.539 -2.495 -2.804 -1.1475
Si 3.164 0.012 0.892 1.7543
C 2.920 1.587 1.901 -1.1241
C 5.007 0.102 0.482 -1.1384
C 2.997 -1.324 2.204 -1.1282
H 0.594 2.772 -3.636 0.1733
H -0.719 1.589 -3.824 0.1900
H 0.866 1.270 -4.555 0.1828
H 3.370 1.290 -4.139 0.2343
H 3.101 -0.445 -3.916 0.2462
H 4.453 0.355 -3.118 0.2457
H 3.027 3.216 -2.338 0.2341
H 3.736 2.662 -0.828 0.2448
H 2.038 3.112 -0.878 0.2312
H 4.810 -2.648 -0.635 0.2237
H 4.748 -1.683 -2.110 0.2270
H 4.273 -3.381 -2.142 0.2319
H 2.899 -3.792 0.554 0.2308
H 1.475 -4.231 -0.372 0.2288
H 1.363 -3.027 0.920 0.2259
H 2.259 -2.563 -3.622 0.2254
H 0.757 -1.792 -3.080 0.2538
H 1.063 -3.475 -2.717 0.2354
H 2.801 2.502 1.330 0.2301
H 3.827 1.689 2.503 0.2303
H 2.084 1.510 2.596 0.2199
H 5.215 0.918 -0.214 0.2207
H 5.396 -0.811 0.034 0.2344
H 5.582 0.301 1.390 0.2277
H 1.946 -1.492 2.453 0.2207
H 3.508 -0.992 3.112 0.2290
H 3.427 -2.282 1.912 0.2336
O -1.927 1.356 -1.396 -1.0704
S -3.088 2.175 -1.888 1.2509
C -4.495 1.053 -2.090 -0.6203
C -5.242 1.016 -0.764 -0.4113
C -5.242 2.461 -0.270 -0.4094
C -3.796 2.927 -0.391 -0.6079
H -4.089 0.098 -2.422 0.2966
H -5.105 1.476 -2.890 0.2249
H -4.710 0.370 -0.061 0.2201
H -6.247 0.615 -0.886 0.2288
H -5.599 2.565 0.754 0.2281
H -5.892 3.068 -0.906 0.2051
H -3.171 2.510 0.401 0.2508
H -3.656 4.006 -0.426 0.2373
```



A structure of composition C30H49Cl3N3O4SiZn in a non-equilibrium geometry, computed with wB97M-V/def2-TZVPD.

Net charge: -1
Highest occupied orbital energy, eV: -3.31

```
91
Properties=species:S:1:pos:R:3:lowdin_charge:R:1
C 2.097 -2.821 -1.192 -0.0463
C 2.732 -1.629 -1.832 -0.2255
H 2.092 -3.703 -1.827 0.0602
H 1.074 -2.593 -0.900 0.0251
H 2.626 -3.079 -0.272 0.0877
C 3.460 -1.644 -2.951 -0.1308
C 3.803 -2.819 -3.803 -0.1086
H 3.880 -0.703 -3.290 0.0968
H 3.338 -3.743 -3.469 0.0540
H 4.883 -2.984 -3.824 0.0652
H 3.503 -2.653 -4.841 0.0612
Zn -0.278 0.551 -0.224 0.3000
Cl -1.204 -1.552 0.115 0.0715
C 1.342 3.035 -0.085 -0.2958
O 0.285 2.559 -0.533 -0.0255
N 1.750 4.281 -0.329 -0.1672
C 1.003 5.165 -1.199 -0.0306
C 3.009 4.765 0.196 -0.0469
H 1.991 2.450 0.564 0.1232
H 0.065 4.691 -1.459 0.0871
H 1.571 5.368 -2.108 0.0865
H 0.806 6.110 -0.694 0.0852
H 3.482 3.988 0.786 0.0908
H 2.849 5.643 0.822 0.0840
H 3.683 5.027 -0.619 0.0780
H -4.244 3.241 2.664 0.0856
H -3.889 1.413 4.501 0.0845
C -4.228 2.420 1.946 -0.0346
C -3.878 0.691 3.683 -0.0472
N -3.439 1.318 2.456 -0.1633
H -3.790 2.763 1.016 0.0854
C -2.352 0.882 1.812 -0.3175
O -1.933 1.388 0.759 -0.0638
H -3.205 -0.119 3.943 0.0869
H -1.846 0.037 2.275 0.0913
H -5.253 2.097 1.765 0.0850
H -4.883 0.285 3.567 0.0824
H 0.138 -2.029 -3.278 0.0842
H 1.333 -0.424 -4.815 0.0818
C -0.793 -1.496 -3.451 -0.0318
C 0.360 0.025 -5.012 -0.0519
N -0.492 -0.133 -3.853 -0.1684
H -1.357 -1.485 -2.527 0.0268
C -0.783 0.898 -3.073 -0.3137
O -1.405 0.842 -1.998 -0.0656
H 0.498 1.080 -5.235 0.0800
H -0.442 1.864 -3.471 0.1366
H -1.357 -1.991 -4.241 0.0845
H -0.087 -0.461 -5.878 0.0817
O 1.097 0.007 -1.376 -0.2921
C 2.423 -0.336 -1.090 -0.3852
C 3.073 1.713 -2.420 -0.0387
C 3.370 0.795 -1.419 -0.1828
H 2.126 1.622 -2.931 0.1050
C 3.962 2.728 -2.744 -0.0982
H 2.535 -0.546 -0.021 0.1145
C 4.571 0.933 -0.729 -0.0309
H 3.719 3.427 -3.536 0.0945
C 5.163 2.850 -2.058 -0.1297
C 5.460 1.951 -1.041 -0.1016
H 4.807 0.232 0.061 0.1176
H 5.859 3.640 -2.308 0.0895
H 6.389 2.043 -0.493 0.0921
Si -4.271 -5.668 1.160 0.1172
Cl -3.030 -7.025 0.142 0.2557
C -5.298 -4.785 -0.127 -0.2150
C -3.159 -4.486 2.083 -0.2116
C -5.338 -6.662 2.326 -0.2258
H -4.669 -4.248 -0.834 0.0344
H -5.966 -4.062 0.343 0.0301
H -5.909 -5.486 -0.693 0.0220
H -5.950 -7.382 1.786 0.0222
H -6.007 -6.009 2.888 0.0280
H -4.731 -7.214 3.043 0.0252
H -2.508 -3.942 1.401 -0.0097
H -2.527 -5.013 2.796 0.0290
H -3.749 -3.754 2.636 0.0310
Cl 0.250 -1.586 4.074 0.6399
C 0.087 0.167 4.070 -0.6104
C -0.346 0.775 5.257 -0.1465
C -0.507 2.159 5.328 -0.1388
C -0.233 2.948 4.215 -0.1068
C 0.201 2.356 3.027 -0.0578
C 0.366 0.961 2.925 -0.3113
C 0.826 0.345 1.607 -0.2148
H -0.564 0.174 6.130 0.0866
H -0.845 2.621 6.246 0.0820
H -0.359 4.022 4.268 0.0882
H 0.389 3.006 2.197 0.0854
H 1.874 0.667 1.525 0.0336
H 0.901 -0.753 1.701 -0.0138
```



A structure of composition C30H50BN11RuSe in a non-equilibrium geometry, computed with wB97M-V/def2-TZVPD.

Multiplicity: 2
Energy relative to the best compared isomer or geometry (same formula, charge and spin), kcal/mol: 44.7
Net charge: +1
Highest occupied orbital energy (spin up / spin down), eV: -10.49 / -10.44

```
94
Properties=species:S:1:pos:R:3:mulliken_spin:R:1
Ru -0.330 -0.287 -0.465 0.7687
C -5.098 2.259 0.654 0.0012
C -3.770 2.171 -0.010 0.0026
C -3.337 2.856 -1.130 -0.0064
C -2.057 2.375 -1.410 -0.0036
N -1.734 1.478 -0.475 -0.0358
N -2.783 1.337 0.363 0.0268
B -2.751 0.403 1.581 -0.0049
N -1.440 0.661 2.321 -0.0492
N -0.243 0.435 1.743 0.0664
C 0.704 0.722 2.643 0.0356
C 0.087 1.147 3.823 0.0089
C -1.271 1.097 3.582 -0.0054
C -2.390 1.457 4.496 0.0001
C 2.185 0.595 2.425 -0.0286
C 2.756 -0.364 3.480 0.0002
C 2.474 0.049 1.039 0.0326
C 2.836 1.978 2.567 0.0017
N -2.764 -1.069 1.133 0.0163
N -1.660 -1.675 0.648 -0.0362
C -1.930 -2.981 0.472 -0.0048
C -3.241 -3.206 0.886 0.0050
C -3.739 -1.977 1.292 -0.0036
C -5.092 -1.673 1.831 0.0001
C -0.903 -3.982 -0.004 0.0017
C -1.481 -5.395 0.053 0.0014
C 0.325 -3.873 0.912 -0.0019
C -0.508 -3.675 -1.451 0.0058
C -1.214 2.745 -2.605 -0.0076
C -1.009 4.264 -2.639 0.0009
C 0.139 2.033 -2.576 0.0204
C -1.983 2.310 -3.865 -0.0001
H -5.727 2.959 0.110 0.0001
H -5.585 1.285 0.660 0.0001
H -5.016 2.600 1.687 0.0000
H -3.885 3.611 -1.667 -0.0002
H -3.679 0.614 2.285 -0.0004
H 0.560 1.450 4.741 0.0004
H -1.989 1.796 5.448 -0.0002
H -2.999 2.254 4.068 0.0000
H -3.041 0.603 4.683 -0.0001
H 2.221 -1.314 3.459 -0.0006
H 3.813 -0.555 3.289 0.0001
H 2.662 0.062 4.479 0.0001
H 2.080 -0.964 0.938 0.0098
H 2.031 0.711 0.284 0.0076
H 3.549 0.012 0.870 0.0054
H 2.687 2.377 3.570 -0.0001
H 3.910 1.912 2.385 -0.0003
H 2.402 2.679 1.852 -0.0003
H -3.773 -4.140 0.892 0.0002
H -5.676 -2.589 1.862 -0.0006
H -5.028 -1.264 2.840 0.0001
H -5.604 -0.946 1.202 0.0003
H -1.806 -5.650 1.063 0.0003
H -2.329 -5.491 -0.626 0.0002
H -0.723 -6.116 -0.254 -0.0004
H 0.066 -4.149 1.935 0.0003
H 1.130 -4.523 0.567 -0.0002
H 0.692 -2.843 0.924 0.0081
H -1.372 -3.744 -2.112 -0.0004
H -0.103 -2.671 -1.529 -0.0038
H 0.255 -4.375 -1.795 0.0002
H -0.386 4.598 -1.807 0.0000
H -0.530 4.555 -3.574 -0.0002
H -1.963 4.786 -2.575 0.0003
H 0.644 2.194 -1.616 -0.0071
H -0.008 0.964 -2.744 -0.0019
H 0.776 2.417 -3.375 0.0000
H -2.903 2.884 -3.970 0.0006
H -1.371 2.472 -4.755 -0.0002
H -2.242 1.253 -3.816 -0.0001
C 6.166 -0.419 -0.659 0.0001
C 5.835 0.373 -1.926 -0.0003
C 5.135 1.691 -1.593 0.0005
C 5.002 -0.470 -2.913 -0.0002
N 3.658 -0.750 -2.425 0.0018
C 2.548 -0.015 -2.527 -0.0011
N 1.590 -0.632 -1.868 0.0326
N 2.145 -1.754 -1.360 0.0068
N 3.373 -1.830 -1.686 -0.0007
H 6.489 0.259 0.132 0.0000
H 6.967 -1.136 -0.836 0.0000
H 5.302 -0.976 -0.298 0.0001
H 6.767 0.607 -2.445 0.0000
H 4.253 1.524 -0.970 0.0008
H 4.830 2.224 -2.496 0.0000
H 5.810 2.341 -1.038 0.0000
H 5.479 -1.434 -3.080 0.0002
H 4.897 0.054 -3.862 0.0000
H 2.460 0.909 -3.070 -0.0014
Se -4.624 -0.876 -2.163 0.1037
C -2.890 -0.830 -2.066 -0.0142
N -1.709 -0.785 -2.041 0.0458
```



A cluster of 8 separate species, C30H50Br3F2N2O9 in total in a non-equilibrium geometry, computed with wB97M-V/def2-TZVPD.

Net charge: +1
Highest occupied orbital energy, eV: -6.97

```
96
Properties=species:S:1:pos:R:3:lowdin_charge:R:1
C -4.818 2.822 -6.369 -0.0280
C -4.521 2.594 -4.841 -0.1963
C -5.847 2.491 -4.027 -0.1953
O -6.502 1.295 -4.307 -0.1998
C -7.851 1.289 -3.929 -0.0789
N -3.623 1.273 -4.796 0.2382
H -3.129 1.141 -3.925 0.1622
H -4.222 0.468 -4.908 0.1601
H -2.786 1.444 -5.334 0.1578
H -3.892 2.871 -6.942 0.0807
H -5.293 3.799 -6.450 0.0939
H -5.484 2.050 -6.756 0.0928
H -3.799 3.343 -4.513 0.1439
H -6.552 3.266 -4.328 0.1311
H -5.839 2.627 -2.946 0.1346
H -7.921 1.761 -2.949 0.0970
H -8.349 0.319 -3.927 0.1036
H -8.439 1.862 -4.646 0.0973
C 2.123 6.390 -0.185 -0.0253
C 2.977 6.215 -1.452 -0.2792
C 4.367 5.429 -1.311 -0.1472
O 5.155 5.895 -0.216 -0.1547
C 5.468 7.271 -0.257 -0.0938
N 2.075 5.370 -2.325 0.2092
H 2.721 5.050 -3.032 0.1542
H 1.706 4.558 -1.852 0.1633
H 1.383 5.834 -2.896 0.1693
H 1.223 6.874 -0.564 0.0902
H 2.561 7.038 0.574 0.0914
H 1.901 5.444 0.309 0.1044
H 3.049 7.192 -1.931 0.1484
H 4.947 5.371 -2.232 0.1291
H 4.150 4.381 -1.101 0.1355
H 4.566 7.862 -0.092 0.0733
H 5.953 7.631 -1.164 0.0987
H 6.103 7.491 0.601 0.1043
C 0.543 0.512 0.744 -0.4578
O -0.175 0.994 -0.357 -0.5561
H 1.397 1.185 0.815 0.0131
H -0.035 0.769 1.632 0.0216
H 0.865 -0.519 0.892 0.0252
C 4.298 -6.846 1.743 -0.0181
C 3.973 -6.162 2.998 -0.3402
C 2.874 -5.119 2.900 -0.1255
O 1.936 -5.709 3.660 0.0903
C 2.319 -6.808 4.294 -0.5944
O 1.713 -7.315 5.237 0.1276
O 3.473 -7.097 3.886 0.1398
H 5.170 -6.404 1.261 0.0935
H 3.482 -6.785 1.023 0.0889
H 4.497 -7.902 1.925 0.1006
H 4.833 -5.711 3.494 0.1620
H 2.518 -5.145 1.870 0.1298
H 3.138 -4.123 3.255 0.1450
C 3.295 -2.990 -3.784 -0.0099
C 4.005 -1.707 -4.313 -0.3214
C 4.386 -0.825 -3.099 -0.1537
O 5.653 -0.366 -3.395 0.0519
C 6.159 -1.104 -4.481 -0.4506
O 7.298 -0.959 -4.967 0.1161
O 5.233 -1.979 -4.871 0.0959
H 2.558 -2.770 -3.012 0.0871
H 3.936 -3.772 -3.378 0.0899
H 2.857 -3.535 -4.620 0.0753
H 3.457 -1.012 -4.949 0.1509
H 4.391 -1.419 -2.186 0.1333
H 3.600 -0.070 -3.061 0.1315
F -7.855 -5.103 0.930 0.0445
C -6.534 -4.790 0.819 -0.2750
C -5.616 -5.796 0.901 -0.0381
C -4.262 -5.536 0.876 -0.0606
C -3.868 -4.192 0.784 -0.1046
C -4.761 -3.170 0.765 -0.0990
C -6.132 -3.451 0.727 -0.0099
H -5.963 -6.819 0.923 0.1195
H -3.611 -6.398 0.902 0.1071
H -2.822 -3.922 0.784 0.1029
H -4.457 -2.140 0.660 0.1046
H -6.907 -2.699 0.763 0.1084
F 3.882 -1.215 9.066 0.0654
C 2.676 -1.201 8.490 -0.3071
C 2.453 -0.164 7.622 -0.0352
C 1.253 -0.043 6.899 -0.0591
C 0.274 -1.051 7.126 -0.0933
C 0.461 -2.059 8.077 -0.0778
C 1.685 -2.138 8.769 -0.0068
H 3.237 0.564 7.474 0.1118
H 1.201 0.668 6.088 0.0968
H -0.650 -1.091 6.567 0.0918
H -0.299 -2.813 8.219 0.1017
H 1.899 -2.945 9.455 0.1121
C -4.426 3.967 1.976 -1.5084
Br -3.460 3.975 3.653 0.5807
Br -4.393 5.757 1.054 0.4679
Br -6.319 3.273 2.100 0.4873
H -3.897 3.211 1.395 -0.0352
```



Number 1: E -153036.2791 eV. Number 2: E -138433.7639 eV. Number 3: E -116912.5181 eV. Number 4: E -268875.5988 eV.